--- i ---
A gas-phase ion, C4H12N3O (charge +1), computed with ωB97M-V with the def2-TZVPD basis set.

Each line ends with the Löwdin charge.
CARTESIAN COORDINATES (ANGSTROEM)
N1 -0.33249 2.86762 -0.96455  0.20
C1 -0.37771 1.61167 -0.18168  -0.05
C2 0.57692 0.64478 -0.92811  -0.47
N2 1.15500 -0.31883 -0.21152  0.10
C3 0.72213 -0.88877 1.06196  -0.16
C4 -0.51055 -1.76799 0.93801  -0.26
N3 -0.15637 -3.11150 0.47184  0.01
O1 0.76736 0.89072 -2.10622  0.07
H1 0.07540 2.60038 -1.88465  0.15
H2 0.22511 3.58673 -0.54862  0.17
H3 -1.27160 3.23191 -1.13265  0.18
H4 -1.35900 1.15853 -0.09483  0.14
H5 -0.14570 1.83562 0.85838  0.13
H6 1.84588 -0.82078 -0.74622  0.16
H7 0.51628 -0.05659 1.73592  0.11
H8 1.55961 -1.44539 1.47541  0.13
H9 -1.05445 -1.86132 1.87623  0.12
H10 -1.20166 -1.27057 0.24024  0.10
H11 -0.92327 -3.74162 0.68359  0.08
H12 -0.11085 -3.14460 -0.54253  0.07

Calculated values
gap between HOMO and LUMO = 9.2706 eV
structure (SMILES) = NCCNC(=O)C[NH3+]
net charge = +1
multiplicity = 1
HOMO level = -0.4719 hartree
molar mass = 118.160 g mol⁻¹

=====

--- ii ---
2 unconnected molecules or ions with the total composition C4H12N3O, computed with ωB97M-V with the def2-TZVPD basis set.

Each line ends with the Löwdin charge.
CARTESIAN COORDINATES (ANGSTROEM)
C1 2.30322 -0.06201 0.06115  -0.47
C2 -2.87149 0.96492 -0.45399  -0.03
C3 -2.09513 -0.78565 1.16263  0.05
C4 -2.05964 -0.22135 -0.03591  -0.46
N1 3.40724 -0.48618 -0.54808  0.21
N2 2.14545 1.23390 0.31665  0.21
N3 1.37339 -0.93112 0.43184  0.22
O1 -1.12943 -0.65683 -0.96321  -0.01
H1 -2.21119 1.80974 -0.66803  0.09
H2 -3.43728 0.74470 -1.36012  0.09
H3 -3.56542 1.25339 0.32817  0.09
H4 0.44506 -0.62974 0.69719  0.09
H5 -1.49857 -1.65064 1.39895  0.06
H6 -2.76999 -0.43504 1.91878  0.07
H7 4.14798 0.14954 -0.79548  0.13
H8 3.53349 -1.45321 -0.80080  0.14
H9 2.88764 1.88989 0.14000  0.13
H10 1.37555 1.54774 0.88633  0.14
H11 1.43699 -1.89044 0.12867  0.14
H12 -1.41789 -0.39161 -1.84475  0.11

Calculated values
gap between HOMO and LUMO = 9.3188 eV
net charge = +1
multiplicity = 1
HOMO level = -0.4544 hartree
molar mass = 118.160 g mol⁻¹

=====

How far above the most stable structure does each one sit? In kJ/mol: i 63.0; ii 0.0.

=====

--- i ---
A single C3H4S2 molecule, computed with ωB97M-V with the def2-TZVPD basis set.

Each line ends with the Löwdin charge.
CARTESIAN COORDINATES (ANGSTROEM)
C1 0.33110 0.32111 -0.81106  -0.59
C2 -0.18443 0.53336 0.59225  -0.52
C3 -1.07081 -0.51562 0.98850  -0.45
S1 1.34362 -1.22388 -0.78013  0.50
S2 0.45209 -0.99255 1.36721  0.83
H1 -0.29619 0.41969 -1.67556  0.07
H2 1.03971 1.07855 -0.94860  0.03
H3 -0.10052 1.49852 0.99201  0.10
H4 -1.51457 -1.11918 0.27538  0.03

Calculated values
gap between HOMO and LUMO = 8.0594 eV
net charge = 0
multiplicity = 1
HOMO level = -0.3085 hartree
molar mass = 104.199 g mol⁻¹

=====

--- ii ---
A single C3H4S2 molecule, computed with ωB97M-V with the def2-TZVPD basis set.

Each line ends with the Löwdin charge.
CARTESIAN COORDINATES (ANGSTROEM)
C1 -1.21756 -1.00876 -0.20744  -0.34
C2 1.06999 1.01009 -0.43304  -0.43
C3 -0.03420 0.14934 -0.94994  -1.09
S1 -0.28069 -1.39757 -1.71259  0.79
S2 -0.24332 1.80491 -1.38633  0.79
H1 -0.74681 -1.55960 0.53877  -0.01
H2 -2.33797 -0.81636 -0.07439  0.09
H3 1.01088 1.28250 0.70885  0.11
H4 2.06006 1.06467 -1.01392  0.09

Calculated values
gap between HOMO and LUMO = 9.3508 eV
structure (SMILES) = C1SC12CS2
net charge = 0
multiplicity = 1
HOMO level = -0.3147 hartree
molar mass = 104.199 g mol⁻¹

=====

--- iii ---
A molecular structure, C3H4S2, computed with ωB97M-V with the def2-TZVPD basis set.

Each line ends with the Löwdin charge.
CARTESIAN COORDINATES (ANGSTROEM)
C1 -0.46561 0.58580 -1.09105  -1.18
C2 0.42815 -0.35430 -0.25467  -0.34
C3 -0.11129 -0.00245 1.14254  -0.45
H1 1.57021 -0.03765 -0.37495  0.15
H2 0.42541 -1.46749 -0.57339  0.13
H3 0.66145 0.37899 1.71922  0.04
H4 -0.46685 -0.91697 1.68319  0.09
S1 -0.70108 0.67711 -2.63776  0.69
S2 -1.34039 1.13696 0.38686  0.87

Calculated values
gap between HOMO and LUMO = 8.6624 eV
net charge = 0
multiplicity = 1
HOMO level = -0.3208 hartree
molar mass = 104.199 g mol⁻¹

=====

--- iv ---
A molecular structure, C3H4S2, computed with ωB97M-V with the def2-TZVPD basis set.

Each line ends with the Löwdin charge.
CARTESIAN COORDINATES (ANGSTROEM)
C1 1.08254 -0.58094 -0.08123  -1.21
C2 0.20633 0.68221 0.02908  -0.27
C3 -1.07195 -0.15501 -0.04267  -0.49
H1 0.42380 1.44906 -0.76229  0.13
H2 0.29961 1.18805 0.96629  0.10
H3 -1.64022 -0.14370 -0.95867  0.06
H4 -1.78014 -0.07036 0.83358  0.10
S1 2.68470 -0.70400 0.00102  0.64
S2 -0.20467 -1.66532 0.01489  0.94

Calculated values
gap between HOMO and LUMO = 8.5566 eV
net charge = 0
multiplicity = 1
HOMO level = -0.3148 hartree
molar mass = 104.199 g mol⁻¹

=====

How far above the most stable structure does each one sit? In kJ/mol: i 249.3; ii 191.1; iii 22.3; iv 0.0.

=====

--- i ---
A single C3H4S2 molecule, computed with ωB97M-V with the def2-TZVPD basis set.

Each line ends with the Löwdin charge.
CARTESIAN COORDINATES (ANGSTROEM)
C1 0.79780 0.89066 0.97973  -0.01
C2 -0.00917 0.12861 0.20814  -0.61
C3 -1.29533 -0.67949 -1.67137  -1.04
S1 -0.25072 -1.91389 -1.66154  0.66
S2 -1.42582 0.66584 -0.61697  0.91
H1 1.60382 0.37402 1.26821  0.01
H2 0.83773 1.98355 0.93680  0.07
H3 -0.12641 -0.93637 0.34552  -0.01
H4 -2.20465 -0.84141 -2.30485  0.02

Calculated values
gap between HOMO and LUMO = 8.3129 eV
structure (SMILES) = C=CSC=S
net charge = 0
multiplicity = 1
HOMO level = -0.3169 hartree
molar mass = 104.199 g mol⁻¹

=====

--- ii ---
A single C3H4S2 molecule, computed with ωB97M-V with the def2-TZVPD basis set.

Each line ends with the Löwdin charge.
CARTESIAN COORDINATES (ANGSTROEM)
C1 -0.31009 -0.12467 -0.84412  -0.79
C2 0.11952 -0.50204 0.45005  -0.59
C3 1.60945 -0.47344 0.57901  -0.48
H1 0.31728 0.72072 -1.31212  0.09
H2 -0.41485 -1.11878 1.15572  0.10
H3 2.08696 -0.36607 -0.33983  0.05
H4 2.23275 -1.08444 1.30393  0.10
S1 -1.70748 -0.41456 -1.54906  0.72
S2 0.91151 0.94265 1.42923  0.80

Calculated values
gap between HOMO and LUMO = 8.1990 eV
structure (SMILES) = S=C[C@H]1CS1
net charge = 0
multiplicity = 1
HOMO level = -0.3279 hartree
molar mass = 104.199 g mol⁻¹

=====

How far above the most stable structure does each one sit? In kJ/mol: i 45.0; ii 0.0.

=====

--- i ---
A single C3H6N2S molecule, computed with ωB97M-V with the def2-TZVPD basis set.

Each line ends with the Löwdin charge.
CARTESIAN COORDINATES (ANGSTROEM)
C1 0.64142 -1.27261 1.62649  -0.10
C2 -0.00711 0.64109 -0.15973  -0.25
C3 -1.09529 1.29097 -1.26386  -0.64
H1 0.39163 -0.30015 2.07293  0.04
H2 1.18423 -2.05974 2.31408  0.09
H3 -0.10949 -1.17851 -1.51756  0.18
H4 1.05235 1.24351 -0.43646  0.13
H5 -0.35750 0.83463 0.94430  0.10
H6 -1.94645 0.63346 -1.36073  0.04
N1 0.68703 -1.55903 0.38354  -0.12
N2 0.09625 -0.82108 -0.50568  -0.15
S1 -0.53706 2.54747 -2.09732  0.68

Calculated values
gap between HOMO and LUMO = 8.0342 eV
structure (SMILES) = C=NNCC=S
net charge = 0
multiplicity = 1
HOMO level = -0.3174 hartree
molar mass = 102.162 g mol⁻¹

=====

--- ii ---
A single C3H6N2S molecule, computed with ωB97M-V with the def2-TZVPD basis set.

Each line ends with the Löwdin charge.
CARTESIAN COORDINATES (ANGSTROEM)
C1 0.59632 0.19933 -0.55783  -0.27
C2 1.89472 0.49542 -0.52991  -0.02
C3 -1.72331 -0.20935 0.25468  -0.36
H1 0.69845 -0.91090 2.21792  -0.12
H2 0.18904 0.00676 -1.54956  0.10
H3 2.49375 0.39389 -1.42038  0.05
H4 2.46108 0.80260 0.38767  0.05
H5 -2.28067 -0.29803 1.20217  0.10
H6 -1.79830 -0.41146 -1.67425  0.04
N1 -0.37351 0.09187 0.44345  -0.49
N2 -2.34902 -0.45952 -0.80712  0.09
S1 0.19145 0.29939 2.03317  0.83

Calculated values
gap between HOMO and LUMO = 9.5436 eV
structure (SMILES) = [H]/N=C\N(S)C=C
net charge = 0
multiplicity = 1
HOMO level = -0.3273 hartree
molar mass = 102.162 g mol⁻¹

=====

How far above the most stable structure does each one sit? In kJ/mol: i 243.8; ii 0.0.

=====

--- i ---
A single C3H6N2S molecule, computed with ωB97M-V with the def2-TZVPD basis set.

Each line ends with the Löwdin charge.
CARTESIAN COORDINATES (ANGSTROEM)
C1 1.31137 0.44461 0.29843  -0.38
C2 0.27979 1.11410 -0.43773  -0.24
C3 -0.00323 -1.43680 -0.26306  -0.28
N1 1.40230 -0.74996 0.45724  0.10
N2 -1.88329 -0.22744 1.00019  -0.37
S1 -1.23092 -0.18961 -0.36656  0.88
H1 1.97444 1.06017 0.77689  0.09
H2 0.03639 2.10923 -0.09308  0.08
H3 0.57505 1.20147 -1.52392  0.11
H4 0.29382 -1.63835 -1.25065  0.05
H5 -0.20816 -2.16282 0.40117  0.03
H6 -2.54755 0.47539 1.00107  -0.06

Calculated values
gap between HOMO and LUMO = 9.1340 eV
net charge = 0
multiplicity = 1
HOMO level = -0.3098 hartree
molar mass = 102.162 g mol⁻¹

=====

--- ii ---
A single C3H6N2S molecule, computed with ωB97M-V with the def2-TZVPD basis set.

Each line ends with the Löwdin charge.
CARTESIAN COORDINATES (ANGSTROEM)
C1 0.94523 -2.15088 1.01148  0.01
C2 0.23289 -0.98097 0.92035  -0.18
C3 0.12864 -0.33733 -0.37199  -0.36
N1 -0.61964 0.67890 -0.29109  -0.13
N2 -0.46912 3.29133 -1.56441  -0.39
S1 -0.55773 1.70669 -2.04762  0.73
H1 1.09070 -2.70822 1.96383  0.06
H2 1.52870 -2.56953 0.15331  0.07
H3 -0.46241 -0.62163 1.69377  0.11
H4 0.63980 -0.72859 -1.18011  0.07
H5 0.34160 3.58086 -1.11244  0.00
H6 -1.16487 3.84865 -1.99079  0.01

Calculated values
gap between HOMO and LUMO = 8.9368 eV
structure (SMILES) = C=C/C=N/SN
net charge = 0
multiplicity = 1
HOMO level = -0.3029 hartree
molar mass = 102.162 g mol⁻¹

=====

How far above the most stable structure does each one sit? In kJ/mol: i 86.4; ii 0.0.

=====

--- i ---
A molecular structure, C3H6N2S, computed with ωB97M-V with the def2-TZVPD basis set.

Each line ends with the Löwdin charge.
CARTESIAN COORDINATES (ANGSTROEM)
C1 0.56854 -0.77535 0.76878  -0.39
C2 -0.37062 0.62147 -0.91678  -0.31
C3 -0.02776 1.53173 -1.90765  -0.07
H1 -1.73908 -1.45476 3.30035  -0.09
H2 1.22984 -1.66698 1.00983  0.11
H3 1.21883 -0.67252 -1.22905  0.19
H4 -1.43780 0.44905 -0.29374  0.17
H5 1.31695 1.89380 -2.25252  0.15
H6 -0.63393 2.34526 -2.64968  0.09
N1 -0.34416 -0.42864 1.63110  -0.37
N2 0.50387 -0.30866 -0.48832  -0.07
S1 -0.28469 -1.53441 3.02768  0.59

Calculated values
gap between HOMO and LUMO = 8.8536 eV
net charge = 0
multiplicity = 1
HOMO level = -0.2988 hartree
molar mass = 102.162 g mol⁻¹

=====

--- ii ---
2 unconnected molecules or ions with the total composition C3H6N2S, computed with ωB97M-V with the def2-TZVPD basis set.

Each line ends with the Löwdin charge.
CARTESIAN COORDINATES (ANGSTROEM)
C1 -1.07095 1.22578 0.28629  -0.22
C2 -1.77048 0.10611 -0.46663  -0.43
C3 2.09580 -0.74670 0.03006  0.06
N1 -0.03234 0.88394 0.91650  -0.06
N2 0.31434 -0.46856 0.86034  -0.47
S1 -0.79130 -1.35488 0.01043  0.81
H1 -1.36017 2.26041 0.21476  0.10
H2 -2.68320 -0.05545 0.03440  0.03
H3 -1.83520 0.23259 -1.64547  0.11
H4 2.58078 0.06853 0.50383  0.02
H5 2.25480 -1.76708 0.21144  0.02
H6 2.29793 -0.38469 -0.95595  0.03

Calculated values
gap between HOMO and LUMO = 8.0429 eV
net charge = 0
multiplicity = 1
HOMO level = -0.2769 hartree
molar mass = 102.162 g mol⁻¹

=====

--- iii ---
A single C3H6N2S molecule, computed with ωB97M-V with the def2-TZVPD basis set.

Each line ends with the Löwdin charge.
CARTESIAN COORDINATES (ANGSTROEM)
C1 -1.05629 -0.56082 -0.06086  -0.09
C2 0.23438 -1.44055 0.03505  -0.14
C3 1.04359 -0.15887 -0.01871  -0.89
H1 -0.03931 2.20538 0.95316  0.09
H2 0.17323 2.42604 -0.68860  0.08
H3 -1.58733 -0.58229 -1.05250  0.12
H4 -1.69781 -0.54937 0.84520  0.11
H5 0.36319 -2.06412 0.94898  0.12
H6 0.42537 -2.05769 -0.80896  0.09
N1 -0.35750 1.95705 0.02069  0.09
N2 -0.09619 0.59102 -0.13872  -0.23
S1 2.59467 0.23421 -0.03473  0.64

Calculated values
gap between HOMO and LUMO = 9.3345 eV
structure (SMILES) = NN1CCC1=S
net charge = 0
multiplicity = 1
HOMO level = -0.3116 hartree
molar mass = 102.162 g mol⁻¹

=====

--- iv ---
A single C3H6N2S molecule, computed with ωB97M-V with the def2-TZVPD basis set.

Each line ends with the Löwdin charge.
CARTESIAN COORDINATES (ANGSTROEM)
C1 -0.47685 -0.70976 -0.01341  -0.27
C2 -0.37221 -1.72341 -0.87577  -0.01
C3 0.13489 1.42973 0.93425  -0.34
H1 1.78044 0.64311 -1.69686  -0.12
H2 -0.96815 -0.86316 0.95977  0.11
H3 -0.92913 -2.67233 -0.67601  0.07
H4 0.08431 -1.65761 -1.88194  0.04
H5 0.33891 2.47498 0.67068  0.10
H6 -0.15061 0.16123 2.25202  0.03
N1 -0.00376 0.58363 -0.18692  -0.52
N2 0.02898 1.18052 2.18294  0.09
S1 0.53317 1.15306 -1.66876  0.83

Calculated values
gap between HOMO and LUMO = 9.6177 eV
structure (SMILES) = [H]/N=C\N(S)C=C
net charge = 0
multiplicity = 1
HOMO level = -0.3311 hartree
molar mass = 102.162 g mol⁻¹

=====

How far above the most stable structure does each one sit? In kJ/mol: i 280.6; ii 265.7; iii 8.1; iv 0.0.